[1]
Formula: C57H127N5O9
Source: OMol25
Level of theory: the ωB97M-V functional and the def2-TZVPD basis

Each line ends with the Löwdin charge.
Geometry (Å):
O1 -0.57 -5.04 0.95  -0.08
O2 3.85 -4.39 0.23  -0.05
O3 0.80 -0.83 -1.39  -0.05
O4 -0.17 7.44 0.53  -0.04
O5 -0.83 1.21 3.85  -0.04
O6 4.72 3.05 4.32  -0.04
O7 0.90 0.49 -4.39  -0.04
O8 -6.75 -2.13 -3.84  -0.04
O9 1.61 -3.19 1.47  -0.10
N1 -0.83 6.41 1.35  -0.05
N2 -5.43 -2.67 -3.89  -0.07
N3 0.81 1.92 -4.11  -0.06
N4 5.03 -3.77 -0.29  -0.08
N5 -1.12 0.07 4.69  -0.08
C1 -6.04 -2.84 -6.45  -0.01
C2 3.72 -2.67 -1.98  -0.02
C3 -1.46 2.08 -4.95  -0.04
C4 1.79 -3.36 2.86  -0.47
C5 -3.11 -2.01 -4.19  -0.14
C6 -2.25 6.78 1.36  -0.56
C7 -3.00 5.68 2.07  -0.16
C8 4.70 -2.46 -0.79  -0.51
C9 -2.29 7.99 2.28  -0.04
C10 7.35 -3.30 0.13  -0.14
C11 -6.36 -4.71 -4.85  -0.06
C12 2.19 3.88 -3.86  -0.12
C13 2.80 1.73 -2.80  -0.03
C14 3.38 1.41 3.12  -0.04
C15 -2.46 -0.42 4.43  -0.50
C16 3.16 2.00 -5.23  -0.01
C17 -1.98 -4.69 1.13  -0.45
C18 -1.21 1.45 6.78  -0.03
C19 0.67 0.52 0.70  -0.02
C20 -2.94 7.14 0.05  -0.01
C21 0.34 2.12 -6.69  -0.03
C22 4.57 0.91 5.28  -0.07
C23 1.42 4.63 -5.00  -0.16
C24 0.02 2.48 -5.18  -0.50
C25 -2.68 -1.75 5.26  -0.14
C26 -2.54 -0.80 2.97  -0.04
C27 4.63 1.67 4.01  -0.51
C28 -3.64 0.56 4.77  -0.01
C29 -4.50 -0.97 -2.51  -0.04
C30 -4.01 -3.95 -5.40  -0.15
C31 0.03 4.06 -5.12  -0.15
C32 -2.73 -5.92 1.53  -0.06
C33 -0.08 -0.29 -0.38  -0.47
C34 -4.55 -1.51 -3.94  -0.51
C35 -2.79 4.31 1.46  -0.14
C36 6.31 -5.38 0.94  -0.04
C37 2.20 2.37 -4.06  -0.53
C38 -0.89 -1.06 6.86  -0.11
C39 -0.48 5.11 0.76  -0.53
C40 -4.80 -0.33 -4.94  -0.01
C41 -2.31 -1.55 6.67  -0.22
C42 0.58 -2.88 3.64  -0.06
C43 -0.61 0.26 6.04  -0.52
C44 6.04 -3.84 0.76  -0.49
C45 -2.94 -2.87 -5.45  -0.16
C46 -1.05 0.50 -1.16  -0.07
C47 -0.71 4.92 -0.78  0.00
C48 -2.48 -4.03 -0.18  -0.04
C49 0.89 0.45 5.94  -0.05
C50 2.10 -4.85 3.15  -0.03
C51 7.15 -1.89 -0.45  -0.18
C52 4.11 -1.36 0.10  -0.02
C53 1.02 4.86 1.11  -0.02
C54 -5.45 -3.50 -5.11  -0.49
C55 -1.23 4.05 1.47  -0.14
C56 5.77 -3.16 2.12  -0.01
C57 6.02 -1.96 -1.43  -0.14
H1 6.25 -2.67 -2.22  0.12
H2 1.27 5.04 2.17  0.09
H3 -6.45 -3.68 -7.03  0.07
H4 -1.45 1.96 3.98  0.08
H5 2.42 -5.06 4.18  0.09
H6 4.75 -3.26 2.49  0.06
H7 -2.25 -4.71 -0.99  0.08
H8 -0.17 4.00 -0.95  0.06
H9 -2.55 0.03 2.26  0.08
H10 -5.28 -2.33 -7.04  0.07
H11 4.19 2.17 -4.90  0.09
H12 7.67 -3.92 -0.69  0.12
H13 3.81 2.15 -2.81  0.08
H14 0.88 -3.86 1.28  0.08
H15 -3.75 -4.70 -4.63  0.12
H16 2.96 -5.05 2.53  0.05
H17 6.58 -5.91 0.00  0.09
H18 -3.46 -1.38 2.87  0.09
H19 -1.73 7.78 3.21  0.10
H20 3.23 4.16 -3.87  0.12
H21 -3.74 -2.08 5.17  0.14
H22 1.19 1.47 5.73  0.07
H23 -0.62 4.35 -4.29  0.11
H24 2.61 -2.70 3.15  0.13
H25 6.42 -3.77 2.77  0.08
H26 -3.07 -2.22 -6.32  0.10
H27 -4.13 -4.51 -6.32  0.11
H28 1.16 1.37 0.25  0.06
H29 1.36 -0.27 5.22  0.10
H30 -2.59 5.70 3.09  0.13
H31 0.78 -3.08 4.69  0.08
H32 -6.20 -5.28 -3.93  0.08
H33 -1.69 2.14 -3.89  0.07
H34 3.23 -3.71 0.62  0.05
H35 2.98 2.57 -6.13  0.06
H36 -3.82 7.74 0.20  0.09
H37 3.77 1.26 5.95  0.08
H38 -7.07 -2.19 -2.94  0.10
H39 -2.43 -1.16 -4.16  0.10
H40 4.12 -3.30 -2.76  0.09
H41 -5.42 -0.42 -2.25  0.09
H42 -4.32 -1.78 -1.80  0.08
H43 -1.61 1.08 -5.40  0.08
H44 8.10 -3.36 0.92  0.12
H45 -3.56 -3.85 -0.23  0.08
H46 3.18 -1.72 0.57  0.05
H47 -1.69 -1.44 2.80  0.06
H48 -0.58 1.19 -1.86  0.06
H49 2.48 1.60 3.75  0.08
H50 5.49 1.37 3.42  0.13
H51 5.49 1.05 5.85  0.08
H52 -0.68 -1.12 0.05  0.13
H53 -0.63 2.19 -7.20  0.08
H54 -3.76 -5.68 1.84  0.09
H55 -0.18 -1.86 6.56  0.12
H56 1.46 5.71 -4.80  0.11
H57 -2.01 -2.49 4.80  0.11
H58 -4.26 -0.42 -5.88  0.06
H59 -4.02 6.03 2.15  0.12
H60 3.30 0.48 2.54  0.06
H61 0.76 1.11 -6.88  0.09
H62 3.42 2.23 2.39  0.07
H63 8.06 -1.59 -1.00  0.12
H64 2.84 0.65 -2.84  0.06
H65 1.19 3.80 0.85  0.06
H66 4.49 -0.16 5.10  0.08
H67 1.26 -1.57 -0.96  0.06
H68 -4.54 0.33 4.21  0.08
H69 -0.35 -3.42 3.37  0.07
H70 -0.78 -0.87 7.93  0.12
H71 1.00 2.84 -7.20  0.07
H72 -0.78 1.47 7.81  0.10
H73 6.11 -2.13 2.24  0.07
H74 -0.93 3.99 2.51  0.11
H75 7.15 -5.48 1.65  0.08
H76 -1.93 -3.10 -0.38  0.07
H77 -3.33 8.23 2.49  0.09
H78 -1.85 1.01 -0.63  0.09
H79 -3.12 4.25 0.43  0.09
H80 -0.30 5.75 -1.35  0.08
H81 2.31 2.01 -1.86  0.08
H82 -1.99 2.83 -5.55  0.08
H83 1.65 5.49 0.45  0.09
H84 2.72 -3.03 -1.75  0.07
H85 -2.23 7.68 -0.54  0.07
H86 -0.92 2.41 6.31  0.09
H87 -1.00 3.08 0.98  0.11
H88 5.78 -1.00 -1.90  0.12
H89 0.53 7.72 1.13  0.10
H90 -1.95 -3.32 -5.56  0.11
H91 -4.27 0.53 -4.50  0.07
H92 -0.48 -5.64 0.21  0.10
H93 3.59 -1.66 -2.39  0.07
H94 7.02 -1.19 0.36  0.09
H95 -3.88 0.53 5.82  0.06
H96 1.34 0.20 6.91  0.09
H97 0.36 -1.82 3.53  0.06
H98 -3.25 6.25 -0.51  0.07
H99 -0.48 4.37 -6.03  0.12
H100 -5.84 -0.01 -5.13  0.09
H101 -6.17 -5.43 -5.67  0.09
H102 -1.76 4.81 -1.01  0.06
H103 -2.98 -0.80 7.13  0.11
H104 -7.43 -4.44 -4.85  0.08
H105 4.61 3.53 3.49  0.08
H106 4.71 -1.02 0.95  0.06
H107 0.64 0.04 -3.58  0.07
H108 0.04 0.76 1.56  0.06
H109 3.87 -0.45 -0.49  0.10
H110 -3.34 1.59 4.52  0.07
H111 -1.85 8.85 1.78  0.08
H112 -2.75 -6.62 0.71  0.08
H113 -2.21 -6.35 2.40  0.09
H114 -2.44 -2.47 7.24  0.12
H115 5.49 -5.95 1.37  0.07
H116 -3.67 -0.25 -2.41  0.07
H117 -1.55 -0.23 -1.80  0.06
H118 1.32 -5.58 2.81  0.09
H119 -2.02 -3.97 1.96  0.12
H120 3.02 0.95 -5.45  0.08
H121 -6.89 -2.19 -6.17  0.08
H122 1.40 -0.23 0.99  0.05
H123 -2.30 1.38 6.90  0.07
H124 -2.83 -2.66 -3.35  0.12
H125 1.74 4.18 -2.91  0.11
H126 -3.33 3.54 2.00  0.10
H127 1.96 4.45 -5.92  0.09

## Properties
- DFT total energy (hartree) = -3198.70589
- lowest unoccupied orbital energy (eV) = 0.4
- relative energy (zero: lowest compared OMol25 entry of this formula, charge and spin) (eV) = 0.011
- frontier orbital gap (eV) = 8.7
- SMILES = CC1(C)CCCC(C)(C)N1O.CC1(C)CCCC(C)(C)N1O.CC1(C)CCCC(C)(C)N1O.CC1(C)CCCC(C)(C)N1O.CC1(C)CCCC(C)(C)N1O.CC(C)O.CC(C)O.CC(C)O.CC(C)O

=====

[2]
Formula: C31H50N9O6P2S2Zr
Source: OMol25
Level of theory: the ωB97M-V functional and the def2-TZVPD basis

Each line ends with the Löwdin charge.
Geometry (Å):
Zr1 0.07 -0.02 -0.03  1.56
S1 -0.49 -2.63 -2.39  0.77
S2 -2.27 1.35 -1.39  0.72
P1 0.85 1.56 -2.31  0.79
P2 2.81 -0.89 -1.18  0.85
O1 0.93 -1.62 1.11  -0.19
O2 -3.20 -1.97 2.69  -0.08
O3 -1.19 -0.26 1.55  -0.29
O4 -2.44 -2.14 -0.31  -0.05
O5 1.71 1.16 0.66  -0.31
O6 -1.44 -2.53 -3.50  -0.52
N1 -0.56 2.11 0.76  -0.14
N2 1.29 -3.70 1.88  -0.11
N3 -4.50 -1.20 -0.46  0.19
N4 0.45 3.08 0.75  0.09
N5 -0.07 -1.41 -1.70  -0.57
N6 -4.26 -3.50 -0.27  0.17
N7 -4.15 1.53 -3.32  -0.12
N8 -3.01 -0.29 -3.50  0.09
N9 1.98 -1.85 3.11  -0.11
C1 1.39 -2.36 2.01  -0.47
C2 -3.88 2.11 2.24  -0.04
C3 -3.66 -2.26 -0.32  -0.65
C4 0.78 -4.24 0.62  -0.03
C5 -1.93 -2.53 2.99  -0.06
C6 4.35 -0.52 -0.27  -0.24
C7 -2.36 0.22 1.94  -0.27
C8 -2.65 1.59 1.82  -0.19
C9 -1.60 2.49 1.40  -0.10
C10 -4.84 1.27 2.77  -0.08
C11 5.14 3.47 1.50  -0.07
C12 0.57 3.36 -2.42  -0.25
C13 -4.64 0.85 -4.42  -0.04
C14 1.16 -4.59 3.03  -0.04
C15 2.83 4.63 0.50  -0.03
C16 3.16 -2.61 -1.70  -0.26
C17 2.83 3.28 0.86  -0.16
C18 -3.33 -0.62 2.54  -0.23
C19 3.09 -2.52 3.79  -0.04
C20 -4.55 -0.08 2.92  0.00
C21 2.66 1.47 -2.61  -0.39
C22 0.19 1.01 -3.92  -0.26
C23 3.11 0.02 -2.76  -0.40
C24 1.59 2.47 0.75  -0.47
C25 -3.14 0.82 -2.76  -0.71
C26 5.15 4.80 1.11  -0.08
C27 -4.62 2.82 -2.85  -0.03
C28 3.99 2.71 1.37  -0.05
C29 -3.92 -0.29 -4.53  -0.05
C30 1.80 -0.44 3.43  -0.01
C31 3.98 5.38 0.62  -0.07
H1 -1.35 -2.67 2.08  0.06
H2 -2.14 -3.48 3.47  0.10
H3 3.95 -1.84 3.80  0.10
H4 -3.96 3.62 -3.20  0.10
H5 2.84 -2.77 4.82  0.10
H6 -3.66 -4.25 0.03  0.11
H7 2.00 -5.29 3.10  0.10
H8 -5.47 -1.28 -0.21  0.11
H9 -5.27 -0.76 3.36  0.12
H10 3.29 -3.24 -0.82  0.04
H11 1.91 5.08 0.15  0.11
H12 6.05 5.39 1.21  0.11
H13 -1.38 -1.89 3.69  0.10
H14 4.17 -0.05 -3.03  0.09
H15 -2.31 -1.02 -3.36  0.07
H16 3.38 -3.42 3.25  0.09
H17 1.19 -5.23 0.47  0.10
H18 0.24 -5.16 2.92  0.10
H19 -5.45 1.23 -5.01  0.12
H20 1.08 -3.60 -0.20  0.04
H21 -0.46 3.59 -2.18  0.02
H22 0.16 -0.08 -3.99  0.02
H23 -4.62 2.82 -1.76  0.07
H24 -5.23 -3.58 -0.03  0.10
H25 5.22 -0.82 -0.85  0.05
H26 3.98 6.42 0.33  0.11
H27 4.41 0.55 -0.07  0.01
H28 4.35 -1.06 0.68  0.04
H29 0.80 1.42 -4.73  0.06
H30 1.22 3.88 -1.72  0.02
H31 4.08 -2.65 -2.28  0.05
H32 0.80 3.70 -3.44  0.05
H33 3.97 1.68 1.69  0.09
H34 -4.07 -0.29 -0.36  0.05
H35 2.35 -3.01 -2.30  0.01
H36 -4.06 3.17 2.15  0.12
H37 2.90 2.06 -3.50  0.09
H38 1.89 -0.32 4.51  0.10
H39 -0.31 -4.29 0.64  0.09
H40 2.54 -0.48 -3.54  0.08
H41 1.10 -4.01 3.95  0.09
H42 -3.98 -1.09 -5.24  0.13
H43 -5.62 2.98 -3.23  0.10
H44 6.04 3.02 1.91  0.11
H45 -0.83 1.38 -4.03  0.03
H46 2.56 0.18 2.93  0.08
H47 0.82 -0.11 3.11  0.08
H48 3.16 1.95 -1.76  0.07
H49 -1.65 3.53 1.72  0.14
H50 -5.79 1.66 3.09  0.11

## Properties
- DFT total energy (hartree) = -3681.73704
- lowest unoccupied orbital energy (eV) = -2.1
- relative energy (zero: lowest compared OMol25 entry of this formula, charge and spin) (eV) = 0.000
- charge = +1
- frontier orbital gap (eV) = 7.9

=====

[3]
Formula: C9H12I2N4
Source: OMol25
Level of theory: the ωB97M-V functional and the def2-TZVPD basis

Each line ends with the Löwdin charge.
Geometry (Å):
I1 -2.68 -1.58 0.60  0.61
I2 -2.03 1.80 -1.48  0.96
N1 -0.12 1.80 -0.96  -0.44
N2 0.13 -0.18 0.32  0.04
N3 -0.63 -0.49 2.41  0.02
N4 0.50 1.82 3.21  0.06
C1 0.59 1.44 1.99  -0.06
C2 0.48 0.16 -2.82  -0.23
C3 0.04 0.19 1.52  -0.47
C4 0.85 -1.11 -2.18  -0.22
C5 -0.21 1.09 4.02  -0.14
C6 -0.85 -0.10 3.64  -0.09
C7 -0.31 -1.82 -1.44  -0.28
C8 -0.41 -1.43 0.02  -0.57
C9 0.83 1.42 -1.94  -0.37
H1 1.78 1.17 -1.33  0.14
H2 1.00 2.38 -2.44  0.12
H3 -0.41 1.46 5.02  0.10
H4 1.14 -2.03 -2.76  0.12
H5 0.04 -2.20 0.63  0.10
H6 0.97 0.23 -3.75  0.09
H7 1.70 -1.05 -1.43  0.13
H8 1.16 2.17 1.49  0.09
H9 -0.61 0.32 -2.95  0.01
H10 -1.23 -1.83 -1.98  0.06
H11 -1.60 -0.68 4.06  0.09
H12 -0.10 -2.96 -1.48  0.14

## Properties
- DFT total energy (hartree) = -1164.32317
- lowest unoccupied orbital energy (spin up / spin down) (eV) = -2.7 / -2.7
- relative energy (zero: lowest compared OMol25 entry of this formula, charge and spin) (eV) = 1.984
- frontier orbital gap (spin up / spin down) (eV) = 5.0 / 5.0